CClF3OS | ωB97M-V/def2-TZVPD

Geometry as XYZ:
```
7
Properties=species:S:1:pos:R:3:forces:R:3
C 0.7989 0.2559 0.2208 -1.06 0.31 -0.42
Cl 1.6171 -0.9536 -0.7327 0.16 0.22 0.55
O -1.3147 -1.2443 -0.8219 -0.05 -0.78 -1.22
F 1.1473 0.3171 1.5183 0.17 0.12 -1.19
F 0.9854 1.4894 -0.3799 -0.42 -1.35 1.08
F -1.0912 -1.0456 1.6070 0.04 0.91 -1.16
S -1.1878 -0.2278 0.1536 1.17 0.58 2.36
```
Positions in Å, forces in eV/Å.

- Frontier orbital gap: 0.3989 Eh
- ΔE to the lowest compared entry with this formula, charge and spin: 0.0 kcal/mol

---

C4H6NP | ωB97M-V/def2-TZVPD

Geometry as XYZ:
```
12
Properties=species:S:1:pos:R:3:forces:R:3
N -0.4134 2.1578 -0.2032 2.01 1.36 3.58
C 0.5946 -1.4351 0.0640 -0.04 1.56 0.10
H 0.1695 2.5180 0.6134 -1.16 -0.75 -1.09
C 0.2799 -2.5431 -0.2024 0.03 -1.36 0.12
P -1.0164 3.2454 -1.1942 -0.73 0.93 -1.01
H -0.2475 0.7306 -1.3156 0.23 -1.58 -5.01
H 0.6270 0.0579 1.5164 0.30 0.17 -2.00
H 0.1229 -3.5773 -0.2144 -0.23 -0.70 -0.35
C -0.3942 0.7301 -0.3454 -1.49 -0.93 3.87
H 1.8205 0.2878 0.0746 -2.01 -0.08 0.40
H -1.3761 0.2288 -0.0266 1.27 0.90 -0.61
C 0.7304 -0.0215 0.3514 1.80 0.47 2.01
```
Positions in Å, forces in eV/Å.

- Frontier orbital gap (alpha / beta): 0.2515 / 0.2515 Eh
- ΔE to the lowest compared entry with this formula, charge and spin: 82.1 kcal/mol

---

no.,strongest force on any atom (eV/A)
1,2.7
2,5.3